No. 1
Density functional theory data (the ωB97M-V functional and the def2-TZVPD basis) for 2 unconnected molecules or ions with the total composition C13H19N in a non-equilibrium geometry.

Element x y z (Å)
C -2.834 -0.778 0.970
C -1.751 -1.859 1.194
C -0.368 -1.403 0.864
C 0.757 -1.448 1.626
N 1.855 -1.098 0.869
C 1.444 -0.783 -0.404
C 2.189 -0.353 -1.499
C 1.472 -0.125 -2.656
C 0.107 -0.438 -2.782
C -0.605 -0.899 -1.691
C 0.059 -1.033 -0.469
H -2.727 -0.285 0.008
H -2.689 -0.089 1.799
H -3.827 -1.227 0.932
H -1.810 -2.176 2.220
H -2.011 -2.734 0.590
H 0.812 -1.612 2.684
H 2.802 -1.074 1.202
H 3.239 -0.217 -1.467
H 1.992 0.198 -3.550
H -0.343 -0.173 -3.727
H -1.659 -1.132 -1.776
C -1.556 2.466 0.618
C -0.080 2.282 0.979
C 0.645 3.611 1.216
H -1.587 3.347 -0.027
H -2.042 1.651 0.093
H -2.197 2.589 1.495
H 0.424 1.760 0.163
H -0.024 1.623 1.842
H 1.697 3.402 1.369
H 0.216 4.107 2.092
H 0.340 4.269 0.401

Computed properties:
E_tot (eV): -15279.4075
SMILES: CCc1c[nH]c2ccccc12.CCC
Energy relative to the best compared isomer or geometry (same formula, charge and spin) (kcal/mol): 9.3
F_max (Eh/bohr): 0.0316
Gap between HOMO and LUMO (eV): 8.75

=====

No. 2
Density functional theory data (the ωB97M-V functional and the def2-TZVPD basis) for C3H7NO2 in the gas phase in a non-equilibrium geometry.

Element x y z (Å)
C 1.840 0.910 0.075
N 1.476 -0.465 -0.138
C 0.262 -0.915 0.474
C -0.969 -0.141 -0.064
O -1.265 -0.089 -1.219
O -1.639 0.508 0.919
H 2.500 1.298 -0.697
H 2.424 1.014 0.997
H 1.005 1.600 0.231
H 1.549 -0.764 -1.096
H 0.267 -0.749 1.550
H 0.119 -1.984 0.302
H -1.982 1.373 0.664

Computed properties:
E_tot (eV): -8809.3617
SMILES: CNCC(=O)O
Energy relative to the best compared isomer or geometry (same formula, charge and spin) (kcal/mol): 26.9
F_max (Eh/bohr): 0.0208
Gap between HOMO and LUMO (eV): 9.67

=====

No. 3
Density functional theory data (the ωB97M-V functional and the def2-TZVPD basis) for a molecular structure, C23H25N2OPdS in a non-equilibrium geometry.

Element x y z (Å)
C 0.537 0.638 2.383
C 0.317 1.810 1.571
C -1.055 1.767 1.118
H 1.056 2.611 1.410
C -1.676 0.522 1.568
C -0.723 -0.155 2.420
H -2.710 0.189 1.404
C 2.263 -0.968 -0.302
C 2.362 0.492 -0.236
C 1.692 1.017 -1.379
H 2.825 1.057 0.576
C 1.109 -0.108 -2.111
C 1.404 -1.325 -1.425
H -1.577 2.581 0.621
H -0.809 -1.210 2.725
H 1.520 0.510 2.883
H 1.136 -2.358 -1.739
H 1.592 2.075 -1.659
H 2.808 -1.762 0.225
Pd 0.008 -0.021 -0.009
C 0.433 -0.052 -3.477
C 1.240 -0.889 -4.485
C 0.309 1.405 -3.969
H 2.304 -0.609 -4.443
H 0.863 -0.692 -5.499
H 1.140 -1.965 -4.269
H 1.304 1.764 -4.280
H -0.092 2.066 -3.176
H -0.367 1.418 -4.840
C -0.979 -0.696 -3.317
C -1.897 0.136 -2.452
H -0.881 -1.711 -2.867
H -1.415 -0.817 -4.330
O -1.616 0.589 -1.296
N -3.131 0.391 -2.911
C -4.277 0.775 -2.021
H -3.259 0.495 -3.920
C -4.157 2.181 -1.496
C -4.595 2.496 -0.193
H -4.985 1.698 0.463
C -4.512 3.819 0.273
H -4.845 4.057 1.294
C -4.018 4.838 -0.569
H -3.961 5.875 -0.207
C -3.610 4.520 -1.876
H -3.226 5.298 -2.548
C -3.694 3.195 -2.344
H -3.383 2.943 -3.368
H -4.356 0.049 -1.190
H -5.162 0.682 -2.668
S 2.657 -2.534 3.322
C 1.732 -1.825 2.316
N 1.022 -1.421 1.386

Computed properties:
Total charge: +1
E_tot (eV): -43587.1091
F_max (Eh/bohr): 0.1079
Gap between HOMO and LUMO (spin up / spin down) (eV): 8.24 / 6.24
Spin multiplicity: 5

=====

No. 4
Density functional theory data (the ωB97M-V functional and the def2-TZVPD basis) for C5H8OS in the gas phase in a non-equilibrium geometry.

Element x y z (Å)
O -1.804 -1.502 -0.227
C -0.940 -0.529 0.229
C -0.730 0.693 -0.693
C 0.597 1.341 -0.195
C 1.384 0.182 0.453
S 1.800 -1.257 -0.572
C 0.478 -0.994 0.656
H -1.342 -2.003 -0.915
H -1.438 -0.221 1.189
H -0.639 0.313 -1.737
H -1.618 1.372 -0.602
H 1.200 1.776 -0.955
H 0.406 2.062 0.576
H 2.065 0.425 1.255
H 0.579 -1.655 1.537

Computed properties:
E_tot (eV): -18196.8202
SMILES: O[C@@H]1CC[C@@H]2S[C@H]12
Energy relative to the best compared isomer or geometry (same formula, charge and spin) (kcal/mol): 11.1
F_max (Eh/bohr): 0.0350
Gap between HOMO and LUMO (eV): 9.77

=====

No. 5
Density functional theory data (the ωB97M-V functional and the def2-TZVPD basis) for 2 unconnected molecules or ions with the total composition C5H10O.

Element x y z (Å)
O -0.435 0.956 1.546
C 0.552 0.356 0.846
C 1.397 -0.635 1.143
C 2.092 -0.543 -0.202
C 1.107 0.625 -0.533
H -0.907 1.560 0.961
H 1.560 -1.253 2.019
H 3.145 -0.238 -0.180
H 1.988 -1.417 -0.856
H 0.435 0.446 -1.382
H 1.596 1.599 -0.656
C -2.504 -0.290 -0.541
H -3.142 -0.781 -1.278
H -2.418 0.773 -0.795
H -2.948 -0.399 0.451
H -1.518 -0.761 -0.544

Computed properties:
E_tot (eV): -7393.0028
SMILES: OC1=CCC1.C
Energy relative to the best compared isomer or geometry (same formula, charge and spin) (kcal/mol): 40.6
F_max (Eh/bohr): 0.0052
Gap between HOMO and LUMO (eV): 9.44

=====

No. 6
Density functional theory data (the ωB97M-V functional and the def2-TZVPD basis) for 2 unconnected molecules or ions with the total composition C7H10N3S in a non-equilibrium geometry.

Element x y z (Å)
C -2.509 -1.341 0.166
C -2.392 -0.600 1.357
C -1.450 -1.684 -0.615
C -1.248 -0.097 1.830
C -0.246 -1.204 -0.207
C -0.163 -0.386 0.999
C 1.830 -0.573 0.210
N 1.005 -1.247 -0.684
N 1.070 0.026 1.201
N 0.506 3.756 -1.580
S 2.983 -1.938 0.899
H -3.551 -1.755 -0.040
H -3.314 -0.393 1.844
H -1.597 -2.141 -1.566
H -1.416 0.546 2.734
H 2.612 0.146 -0.090
H 1.481 -1.585 -1.535
H 1.338 3.475 -1.136
H 0.731 4.738 -1.813
H 0.325 3.355 -2.581
H 4.004 -1.098 0.606

Computed properties:
Total charge: +1
E_tot (eV): -22717.8462
Energy relative to the best compared isomer or geometry (same formula, charge and spin) (kcal/mol): 32.2
F_max (Eh/bohr): 0.0722
Gap between HOMO and LUMO (spin up / spin down) (eV): 6.33 / 6.33

=====

No. 7
Density functional theory data (the ωB97M-V functional and the def2-TZVPD basis) for a molecular structure, C33H30F6FeN5OS2Sb.

Element x y z (Å)
Fe -0.019 -1.132 -1.566
C -1.597 -1.218 2.710
C -1.474 -1.270 1.212
N -0.383 -0.913 0.626
N 0.702 -0.628 1.455
C 1.308 0.470 1.265
S 0.942 1.947 0.383
S 2.943 0.640 1.982
C 2.541 1.139 3.698
C 1.781 2.426 3.815
C 2.427 3.647 3.652
C 1.719 4.835 3.733
C 0.354 4.817 3.988
C -0.295 3.605 4.166
C 0.417 2.418 4.075
C -2.632 -1.702 0.417
C -3.625 -2.484 1.027
C -4.759 -2.873 0.350
C -4.939 -2.444 -0.968
C -3.984 -1.676 -1.595
C -2.794 -1.316 -0.935
O -1.868 -0.658 -1.590
H -1.057 -0.361 3.101
H -1.147 -2.107 3.156
H -2.638 -1.155 3.015
H 3.529 1.228 4.150
H 2.013 0.314 4.175
H 3.490 3.664 3.445
H 2.232 5.778 3.600
H -0.198 5.745 4.052
H -1.355 3.583 4.379
H -0.090 1.474 4.223
H -3.483 -2.815 2.048
H -5.503 -3.488 0.836
H -5.834 -2.725 -1.508
H -4.099 -1.353 -2.621
N 2.111 -3.456 -0.247
C 2.734 -2.265 -0.580
C 4.079 -2.123 -0.215
C 4.746 -0.975 -0.559
C 4.084 0.011 -1.288
C 2.767 -0.207 -1.600
N 2.081 -1.307 -1.226
C 0.929 -4.028 -0.697
C 0.727 -5.391 -0.443
C -0.431 -5.981 -0.886
C -1.359 -5.221 -1.596
C -1.072 -3.896 -1.811
N 0.038 -3.291 -1.344
H 2.702 -4.094 0.263
H 4.581 -2.922 0.314
H 5.785 -0.852 -0.284
H 4.574 0.920 -1.598
H 2.216 0.515 -2.187
H 1.486 -5.963 0.073
H -0.603 -7.033 -0.703
H -2.276 -5.645 -1.975
H -1.736 -3.275 -2.392
F 0.489 -1.000 -3.486
Sb 1.126 -1.168 -5.348
F -0.657 -1.485 -5.830
F 1.350 -2.995 -4.970
F 1.760 -1.332 -7.096
F 2.834 -0.828 -4.630
F 0.849 0.684 -5.481
C -0.823 1.965 -0.111
C -1.127 3.389 -0.487
C -1.617 4.284 0.457
C -1.843 5.608 0.116
C -1.574 6.050 -1.172
C -1.088 5.161 -2.120
C -0.863 3.835 -1.777
H -0.995 1.330 -0.976
H -1.433 1.611 0.716
H -1.821 3.938 1.462
H -2.225 6.298 0.857
H -1.750 7.083 -1.439
H -0.884 5.496 -3.127
H -0.497 3.140 -2.523

Computed properties:
E_tot (eV): -123112.2205
Energy relative to the best compared isomer or geometry (same formula, charge and spin) (kcal/mol): 0.0
F_max (Eh/bohr): 0.0169
Gap between HOMO and LUMO (spin up / spin down) (eV): 7.91 / 8.08
Spin multiplicity: 5

=====

No. 8
Density functional theory data (the ωB97M-V functional and the def2-TZVPD basis) for a molecular structure, C22H13Cl5F3N5O4PbS.

Element x y z (Å)
Pb -0.214 0.486 0.046
C -1.860 -1.454 -3.961
C -1.547 -1.120 -2.540
N -0.859 -0.096 -2.195
N -0.311 0.663 -3.199
C -0.107 1.902 -2.823
N 0.458 2.723 -3.735
S -0.572 2.623 -1.311
C -2.025 -2.015 -1.453
C -2.639 -3.232 -1.729
C -3.091 -4.001 -0.670
C -2.940 -3.525 0.622
C -2.309 -2.305 0.806
N -1.845 -1.583 -0.206
H -1.735 -0.574 -4.583
H -2.876 -1.832 -4.057
H -1.175 -2.224 -4.325
H 0.856 2.293 -4.553
H 0.809 3.612 -3.431
H -2.757 -3.569 -2.748
H -3.563 -4.957 -0.854
H -3.300 -4.082 1.476
H -2.172 -1.887 1.795
Cl -0.105 -0.482 3.274
C 0.807 -1.504 2.215
C 0.870 -1.226 0.854
C 1.583 -2.096 0.036
Cl 1.687 -1.850 -1.670
C 2.235 -3.206 0.572
Cl 3.106 -4.277 -0.453
C 2.179 -3.453 1.937
Cl 2.983 -4.818 2.602
C 1.460 -2.600 2.767
Cl 1.376 -2.910 4.456
O -3.601 2.451 1.514
C -2.483 2.013 1.346
O -2.213 0.888 0.748
C -1.294 2.771 1.896
C -1.446 3.976 2.560
C -0.322 4.596 3.074
C 0.915 3.985 2.925
C 0.993 2.782 2.250
N -0.097 2.199 1.740
H -2.441 4.385 2.661
H -0.405 5.540 3.594
H 1.815 4.431 3.323
H 1.926 2.250 2.121
F 4.350 1.319 -1.939
C 4.253 1.690 -0.652
F 4.174 3.042 -0.623
F 5.388 1.339 -0.041
C 3.000 1.094 0.043
O 3.116 0.665 1.184
O 1.965 1.158 -0.686

Computed properties:
E_tot (eV): -125514.0409
Energy relative to the best compared isomer or geometry (same formula, charge and spin) (kcal/mol): 4.2
F_max (Eh/bohr): 0.0156
Gap between HOMO and LUMO (eV): 7.81

=====

No. 9
Density functional theory data (the ωB97M-V functional and the def2-TZVPD basis) for 32 unconnected molecules or ions with the total composition C12H88NO39PS in a non-equilibrium geometry.

Element x y z (Å)
C 5.386 2.655 0.668
C 5.078 1.341 1.345
O 5.580 0.261 0.565
C 4.730 -0.082 -0.518
C 3.683 -1.085 0.002
C 2.299 -1.015 -0.653
N 2.055 -1.954 -1.725
O 1.959 0.269 -1.209
S 1.498 1.256 -0.057
O 0.306 1.826 -0.609
O 2.422 2.260 0.303
O 1.307 0.160 1.085
C 1.183 -1.171 0.429
C -0.294 -1.191 -0.011
C -1.199 -0.984 1.232
C -1.608 0.461 1.542
C -2.690 1.029 0.629
C -3.922 0.136 0.465
O -4.284 0.054 -0.915
C -4.790 1.296 -1.351
P 1.618 -2.674 1.516
O 0.211 -3.442 1.824
O 2.342 -3.722 0.496
H 5.173 2.664 -0.393
H 6.446 2.859 0.784
H 4.878 3.492 1.127
H 4.020 1.176 1.524
H 5.548 1.381 2.318
H 5.328 -0.597 -1.249
H 4.307 0.777 -1.022
H 3.624 -0.959 1.074
H 4.060 -2.071 -0.211
H 2.763 -2.675 -1.680
H 2.196 -1.460 -2.600
H -0.503 -2.191 -0.362
H -0.490 -0.552 -0.860
H -2.044 -1.648 1.142
H -0.646 -1.331 2.085
H -0.783 1.150 1.574
H -2.020 0.466 2.544
H -2.293 1.327 -0.332
H -3.013 1.948 1.107
H -4.755 0.620 0.963
H -3.817 -0.835 0.921
H -5.386 1.188 -2.245
H -3.968 1.956 -1.623
H -5.340 1.795 -0.550
H -0.193 -3.779 1.009
H 1.741 -4.016 -0.213
O 5.271 -0.433 -3.668
H 5.566 0.475 -3.826
H 4.977 -0.753 -4.525
O 3.477 3.897 -1.888
H 2.921 3.302 -1.365
H 2.846 4.451 -2.357
O 0.109 -4.075 -1.571
H 0.441 -3.185 -1.802
H -0.160 -4.459 -2.415
O -2.943 -4.480 -2.158
H -2.121 -4.289 -1.691
H -3.612 -3.972 -1.685
O -5.926 -2.363 -0.011
H -5.658 -1.457 -0.232
H -6.326 -2.697 -0.822
O 0.537 3.320 -3.178
H 0.321 3.102 -2.257
H 0.225 2.562 -3.683
O -8.923 -2.613 -0.109
H -8.053 -2.388 0.246
H -9.552 -2.193 0.485
O -5.244 -6.286 -2.573
H -4.317 -6.016 -2.597
H -5.321 -6.947 -3.270
O -1.548 -0.842 4.337
H -1.694 -0.711 5.281
H -0.855 -1.511 4.301
O 2.241 1.304 -4.904
H 2.107 1.781 -4.074
H 2.497 1.986 -5.533
O 1.235 6.189 -1.005
H 1.002 6.034 -1.926
H 1.340 5.310 -0.624
O 1.971 0.879 4.028
H 1.816 0.748 3.085
H 2.122 -0.005 4.383
O -5.931 2.470 1.522
H -6.757 2.019 1.321
H -6.189 3.380 1.700
O 0.713 2.580 6.135
H -0.145 2.624 5.703
H 1.265 2.090 5.508
O -2.225 -6.905 -4.299
H -2.754 -6.904 -5.103
H -2.415 -6.054 -3.887
O -2.504 3.681 -4.066
H -1.592 3.990 -4.009
H -2.507 3.062 -4.802
O -2.390 2.695 3.862
H -2.320 1.797 4.203
H -2.970 3.147 4.486
O 0.277 -0.860 -3.839
H 0.139 -0.378 -3.016
H 0.538 -0.176 -4.469
O 4.950 1.396 4.401
H 5.104 1.649 5.318
H 3.992 1.235 4.357
O 6.847 -2.375 -0.237
H 7.318 -2.688 0.543
H 6.744 -1.426 -0.095
O 0.396 3.834 3.174
H 0.537 4.209 4.050
H -0.549 3.633 3.153
O -11.606 -2.060 -0.772
H -11.624 -1.940 -1.727
H -11.169 -2.910 -0.666
O 8.773 3.439 0.435
H 9.488 3.057 0.952
H 9.045 3.307 -0.478
O -1.955 5.560 4.801
H -1.664 6.452 4.587
H -2.352 5.244 3.983
O 9.299 -3.171 1.132
H 10.209 -2.861 1.129
H 9.259 -3.794 0.398
O -4.899 4.638 -0.079
H -4.072 4.309 0.287
H -4.740 4.668 -1.028
O 4.652 -3.060 3.041
H 5.565 -2.758 3.000
H 4.577 -3.689 2.315
O 5.792 4.453 3.882
H 5.105 4.991 4.287
H 5.447 3.552 3.924
O 6.275 2.480 -3.315
H 7.078 2.669 -2.823
H 5.573 2.898 -2.797
O -7.346 -8.327 -2.947
H -6.892 -8.625 -2.152
H -7.394 -7.371 -2.839
O -12.184 -3.945 -2.968
H -12.694 -4.304 -2.234
H -11.590 -4.658 -3.222

Computed properties:
E_tot (eV): -115339.2330
Energy relative to the best compared isomer or geometry (same formula, charge and spin) (kcal/mol): 0.0
F_max (Eh/bohr): 0.0481
Gap between HOMO and LUMO (eV): 9.34

=====

No. 10
Density functional theory data (the ωB97M-V functional and the def2-TZVPD basis) for C3H4S3 in the gas phase in a non-equilibrium geometry.

Element x y z (Å)
S 3.196 -0.330 -0.406
C 1.820 -0.534 0.486
C 0.865 0.696 0.819
S -0.601 0.847 -0.308
C -1.667 -0.272 0.403
S -3.140 -0.457 -0.203
H 1.520 -1.607 0.952
H 0.592 0.662 1.921
H 1.579 1.617 0.424
H -1.076 -0.970 1.118

Computed properties:
E_tot (eV): -35679.1243
SMILES: S=CCSC=S
Energy relative to the best compared isomer or geometry (same formula, charge and spin) (kcal/mol): 54.2
F_max (Eh/bohr): 0.0645
Gap between HOMO and LUMO (eV): 8.08

=====

No. 11
Density functional theory data (the ωB97M-V functional and the def2-TZVPD basis) for C3H4N2O in the gas phase in a non-equilibrium geometry.

Element x y z (Å)
C -1.109 0.580 -1.792
N 0.045 0.002 -1.629
N 0.702 0.267 -0.449
C 0.224 -0.358 0.599
C 1.064 -0.365 1.787
O 2.071 0.334 1.950
H -1.659 0.618 -2.735
H -1.642 1.126 -0.901
H -0.614 -1.072 0.561
H 0.918 -1.132 2.610

Computed properties:
E_tot (eV): -8200.4143
SMILES: C=N/N=C/C=O
Energy relative to the best compared isomer or geometry (same formula, charge and spin) (kcal/mol): 80.0
F_max (Eh/bohr): 0.0786
Gap between HOMO and LUMO (eV): 9.46

=====

No. 12
Density functional theory data (the ωB97M-V functional and the def2-TZVPD basis) for C3H6N2O in the gas phase in a non-equilibrium geometry.

Element x y z (Å)
C -2.382 -0.420 0.033
N -1.109 -0.377 -0.075
N -0.619 0.921 0.001
C 0.646 1.097 -0.010
O 1.685 0.281 -0.002
C 1.558 -1.147 0.024
H -2.862 -1.391 0.002
H -3.045 0.482 0.132
H 1.005 2.138 0.044
H 0.985 -1.498 -0.847
H 2.564 -1.543 -0.015
H 1.034 -1.429 0.933

Computed properties:
E_tot (eV): -8233.6801
SMILES: C=N/N=C\OC
Energy relative to the best compared isomer or geometry (same formula, charge and spin) (kcal/mol): 69.6
F_max (Eh/bohr): 0.0212
Gap between HOMO and LUMO (eV): 10.17

=====

Question: Which of these has the lowest E_tot?
Answer: C22H13Cl5F3N5O4PbS